Record 1
Density functional theory data (ωB97M-V/def2-TZVPD) for C32H21Cl2MnN9O2 as an isolated structure.

<S²>: 0.935
Frontier orbital gap (spin up / spin down): 5.642 / 4.514 eV
Energy relative to the best compared isomer or geometry (same formula, charge and spin): 0.6062 eV

```
! wB97M-V def2-TZVPD RIJCOSX def2/J DEFGRID3
* xyz 0 2
Mn -0.20640 -0.00940 -0.24690
Cl -3.95780 -1.54800 5.13120
C -3.45790 -1.10360 3.54660
C -2.13610 -0.76240 3.32300
C -1.70950 -0.40810 2.04010
N -0.43500 -0.05190 1.66830
C 0.38610 0.53790 2.62390
O -0.04840 0.94210 3.70700
C 1.79560 0.71190 2.31650
C 2.58520 1.33180 3.29030
C 3.94320 1.46820 3.16870
C 4.57060 0.89850 2.02910
C 3.80790 0.30990 1.08300
N 2.44050 0.24190 1.17120
C -2.65430 -0.44330 0.96760
C -3.98610 -0.77980 1.21650
C -4.38620 -1.09680 2.49940
Cl -6.03280 -1.50590 2.79380
N -2.09190 -0.16650 -0.24230
C -2.79200 -0.19860 -1.42170
O -4.01310 -0.22180 -1.55460
C -1.85870 -0.26580 -2.55620
C -2.32610 -0.52770 -3.84490
C -1.43520 -0.63850 -4.88700
C -0.07180 -0.47130 -4.59580
C 0.32050 -0.23140 -3.29620
N -0.52910 -0.12360 -2.26790
H -1.43810 -0.76230 4.14390
H 2.05380 1.67980 4.16200
H 4.52840 1.95500 3.92710
H 5.64340 0.92440 1.92420
H 4.21450 -0.16300 0.20400
H -4.69120 -0.78800 0.40120
H -3.39070 -0.65380 -3.97490
H -1.76260 -0.85570 -5.89300
H 0.67240 -0.53980 -5.37370
H 1.37350 -0.12980 -3.05770
N -0.30360 -4.33640 -0.31520
C -0.72870 -3.04210 -0.25380
N 0.09060 -2.01320 -0.31840
C 1.43520 -2.24260 -0.50290
N 2.28560 -1.24790 -0.53600
N 1.74440 -0.03420 -0.08450
C 2.00330 1.03860 -0.98840
C 1.14910 2.12140 -0.91680
C 1.45170 3.41050 -1.44040
C 0.61040 4.44850 -1.17230
C -0.54060 4.22130 -0.39720
C -0.83070 2.93690 0.00370
N -0.04910 1.89340 -0.27750
C 1.94490 -3.59650 -0.60390
C 3.29940 -3.87570 -0.75580
C 3.74170 -5.19150 -0.74100
C 2.84420 -6.22710 -0.56320
C 1.48580 -5.96720 -0.41600
C 1.03680 -4.65500 -0.44770
H -0.97790 -5.08370 -0.23580
H -1.79090 -2.88190 -0.14160
H 2.97550 1.07820 -1.45850
H 2.36240 3.53670 -2.00530
H 0.82530 5.43740 -1.54590
H -1.19550 5.03550 -0.13590
H -1.72430 2.71850 0.57400
H 3.98430 -3.05320 -0.86920
H 4.79310 -5.39750 -0.86200
H 3.19190 -7.24760 -0.53100
H 0.77980 -6.77200 -0.27490
*
```

Record 2
Density functional theory data (ωB97M-V/def2-TZVPD) for C32H21Cl6CoN3O4S as an isolated structure.

<S²>: 0.768
Frontier orbital gap (spin up / spin down): 6.108 / 6.117 eV
Energy relative to the best compared isomer or geometry (same formula, charge and spin): 0.1507 eV

```
! wB97M-V def2-TZVPD RIJCOSX def2/J DEFGRID3
* xyz -2 2
Co 0.35775 0.44274 0.14288
Cl 5.43676 -0.98798 -0.44777
C 4.34291 -1.13498 0.90552
C 4.82913 -1.66689 2.09305
C 4.01184 -1.86574 3.17381
Cl 4.67629 -2.56777 4.64321
C 2.64330 -1.51043 3.11153
C 1.72315 -1.66223 4.17066
C 0.42493 -1.26967 4.00706
C 0.02589 -0.71058 2.78279
N 0.86456 -0.56757 1.78255
C 2.15848 -0.94958 1.91079
C 2.99907 -0.73662 0.72309
O 2.50997 -0.26261 -0.32388
H 5.87397 -1.94603 2.15426
H 2.06418 -2.08101 5.10866
H -0.29851 -1.36339 4.80582
H -0.98404 -0.36433 2.61551
Cl -7.13780 1.88281 3.08947
C -5.49545 1.78581 2.46512
C -5.02738 0.59700 1.93087
C -3.73704 0.52450 1.44401
Cl -3.17142 -0.96371 0.76718
C -2.81359 1.61950 1.45944
O -1.62748 1.57970 1.03187
C -3.39245 2.80594 2.01869
Cl -2.37615 4.22887 2.06760
C -4.67743 2.90141 2.50884
H -5.66201 -0.27777 1.88621
H -5.03338 3.83652 2.91920
C 4.77382 -5.77311 -0.13485
C 3.48264 -5.07018 -0.45311
C 3.09845 -4.81904 -1.76371
C 1.92411 -4.13392 -2.04622
C 1.13615 -3.66125 -1.00935
C 1.48360 -3.94797 0.30306
C 2.64348 -4.64978 0.57487
S -0.36680 -2.75161 -1.31804
O -1.17005 -2.99011 -0.14542
O -0.85000 -3.26869 -2.58366
N -0.05271 -1.19240 -1.40083
C 0.35016 -0.63399 -2.59398
C 0.75052 -1.26086 -3.76414
C 1.03576 -0.53793 -4.93673
C 0.89481 0.81836 -5.01712
C 0.47651 1.51270 -3.85711
C 0.20776 2.90002 -3.83830
C -0.24669 3.50063 -2.70128
C -0.35223 2.72928 -1.52661
N -0.06328 1.45178 -1.51391
C 0.27476 0.80396 -2.65812
H 5.40130 -5.86444 -1.02248
H 4.59704 -6.77741 0.25950
H 5.33534 -5.21769 0.61913
H 3.73048 -5.15555 -2.57905
H 1.61733 -3.97052 -3.06972
H 0.82971 -3.62938 1.10197
H 2.91822 -4.84035 1.60586
H 0.79609 -2.33541 -3.80587
H 1.34929 -1.09597 -5.81259
H 1.07840 1.36396 -5.93490
H 0.34926 3.46955 -4.75123
H -0.48654 4.55499 -2.66987
H -0.64928 3.15451 -0.57594
Cl 2.47706 2.04040 2.20316
C 1.18745 2.06681 0.89015
H 1.68143 2.61237 0.08430
H 0.40074 2.67984 1.32895
*
```

Record 3
Density functional theory data (ωB97M-V/def2-TZVPD) for C32H21FN7O12Ru as an isolated structure.

<S²>: 1.219
Frontier orbital gap (spin up / spin down): 6.015 / 5.717 eV
Energy relative to the best compared isomer or geometry (same formula, charge and spin): 6.9188 eV

```
! wB97M-V def2-TZVPD RIJCOSX def2/J DEFGRID3
* xyz 0 2
Ru -0.44960 0.07969 1.96772
O -1.41338 -3.48847 0.13187
C -0.89385 -2.45866 0.47910
N -1.15819 -1.75336 1.61508
C -1.98711 -2.32521 2.56025
O -2.51773 -3.40249 2.48144
C -2.15301 -1.43832 3.76377
C -3.22863 -1.60066 4.62680
C -3.32976 -0.74828 5.71501
C -2.32901 0.18791 5.93154
C -1.29253 0.28876 5.01209
N -1.23916 -0.49121 3.94790
C 0.18022 -1.78966 -0.39976
C 0.51808 -2.68785 -1.53794
C 1.13526 -2.17905 -2.59144
C 2.48664 -0.13682 -1.62851
C 1.95648 0.55961 -0.39972
N 1.59682 -0.08059 0.63949
H -3.96360 -2.36139 4.41699
H -4.17847 -0.80955 6.37967
H -2.36192 0.85387 6.78123
H -0.49347 1.01315 5.11995
H 0.25003 -3.72597 -1.44495
H 1.40402 -2.78504 -3.43950
H 3.08982 0.59057 -2.16652
H 1.98357 1.63737 -0.36732
C 5.59866 -1.92074 -1.49694
C 4.23048 -1.81382 -2.17436
C 4.34155 -1.01199 -3.48387
C 3.13731 -0.97358 -4.45563
C 1.88101 -0.28475 -4.00434
C 1.26019 0.70695 -4.70625
C 0.08104 1.29435 -4.20881
F -0.50190 2.23973 -4.95448
C -0.50663 0.94387 -2.99558
C 0.07915 -0.04467 -2.23355
C -0.37318 -0.47080 -0.93525
O -1.11671 0.25866 -0.23518
C 1.54444 -1.50167 0.46541
C 2.73302 -1.98913 -0.25208
N 3.26509 -1.25276 -1.22584
C 1.35627 -0.68702 -2.67732
C 1.53594 -2.19493 1.93619
O 1.91820 -3.34448 1.95106
O 1.20403 -1.42188 2.85024
H 6.30968 -2.40377 -2.16120
H 5.53195 -2.51143 -0.58745
H 5.98165 -0.93892 -1.23160
H 3.87858 -2.82598 -2.41509
H 5.15234 -1.48516 -4.04183
H 4.67451 0.00478 -3.27292
H 2.89747 -2.00600 -4.73059
H 3.48556 -0.48717 -5.36801
H 1.63199 1.04246 -5.66373
H -1.41651 1.43054 -2.68102
H 3.19110 -2.91580 0.04975
O -4.50502 5.99464 -0.42946
N -3.38700 5.66361 -0.09674
O -2.40473 6.37450 -0.15679
C -3.21462 4.33963 0.42413
C -1.93615 3.89880 0.76703
C -1.77967 2.66696 1.34521
C -2.87946 1.79638 1.62595
O -2.70823 0.67707 2.16093
C -4.15800 2.26840 1.17766
C -4.31497 3.49976 0.58630
N -5.29273 1.38990 1.31803
O -5.35464 0.70162 2.31113
O -6.10869 1.40906 0.42229
N -0.45814 2.17705 1.57706
O -0.09634 1.93341 2.76315
O 0.37636 2.46890 0.71717
H -1.08358 4.53347 0.57746
H -5.29219 3.82362 0.25555
*
```

Record 4
Density functional theory data (ωB97M-V/def2-TZVPD) for C32H22Cl5I2MnN2P as an isolated structure.

<S²>: 4.162
Frontier orbital gap (spin up / spin down): 5.794 / 7.005 eV
Energy relative to the best compared isomer or geometry (same formula, charge and spin): 0.0000 eV

```
! wB97M-V def2-TZVPD RIJCOSX def2/J DEFGRID3
* xyz 2 4
Mn -0.05762 -0.84091 0.94169
Cl -2.77842 1.97520 1.97813
C -3.09493 0.34450 1.49397
C -2.07521 -0.53783 1.18879
C -2.44960 -1.84359 0.96386
Cl -1.06897 -2.95340 0.73905
C -3.73305 -2.32699 0.91693
Cl -4.02263 -3.96768 0.58863
C -4.74980 -1.41341 1.14809
Cl -6.36463 -1.92766 1.07696
C -4.42995 -0.08934 1.46285
Cl -5.68977 0.99779 1.81638
I 2.21910 -2.05191 0.10502
C 3.25472 -0.26776 0.21518
C 4.53944 -0.22917 -0.19594
C 5.24407 0.99395 -0.04651
C 4.62860 2.06420 0.52215
C 3.27265 2.00195 0.95517
C 2.63971 3.11745 1.56700
C 1.34969 3.03365 1.98891
C 0.61114 1.84329 1.77479
C 1.17133 0.78182 1.16112
C 2.53742 0.80379 0.77618
H 5.03025 -1.09984 -0.61995
H 6.27840 1.05518 -0.36909
H 5.17224 2.99551 0.66171
H 3.20943 4.03381 1.70657
H 0.87171 3.87415 2.48341
H -0.40891 1.80543 2.11159
C -1.34000 1.81146 -1.11922
P -0.57375 0.18124 -1.18441
C 0.88828 0.45654 -2.22177
C 1.27838 -0.39869 -3.25463
C 2.39087 -0.08994 -4.03130
C 3.11674 1.07032 -3.78767
C 2.72400 1.93453 -2.77264
C 1.61796 1.62923 -1.99447
C -1.75026 -0.90051 -2.01688
C -3.03409 -0.43228 -2.30881
C -3.97325 -1.27795 -2.88474
C -3.64282 -2.59592 -3.16596
C -2.36794 -3.07425 -2.87549
C -1.42881 -2.23279 -2.29666
H -2.32915 1.77407 -0.68424
H -1.39400 2.16603 -2.14594
H -0.73302 2.49137 -0.52979
H 0.71443 -1.28552 -3.49057
H 2.67864 -0.75299 -4.83995
H 3.97713 1.31411 -4.40622
H 3.27212 2.85439 -2.59317
H 1.32199 2.32251 -1.21652
H -3.31641 0.59477 -2.10789
H -4.96423 -0.89832 -3.12204
H -4.37943 -3.25439 -3.61358
H -2.10733 -4.10285 -3.09735
H -0.44976 -2.62551 -2.06065
I -1.19001 -1.02557 7.05602
C -0.21983 -1.00952 5.25862
C 1.12806 -0.88113 5.02752
N 1.31055 -0.90827 3.69740
N 0.15404 -1.05846 3.03800
C -0.78789 -1.11142 3.99137
H 1.95988 -0.77798 5.71184
H 2.17421 -0.84886 3.19176
H -1.83173 -1.22964 3.73740
*
```